{"formula": "C21H27Br36FN2O7S", "method": "ωB97M-V/def2-TZVPD", "total_charge": 0, "e_tot_ev": -2574603.1473, "lumo_energy_ha": -0.033, "elements": ["C", "C", "C", "O", "C", "C", "O", "S", "O", "O", "O", "C", "C", "N", "C", "O", "N", "C", "O", "F", "H", "H", "H", "H", "H", "H", "H", "H", "H", "H", "H", "H", "H", "H", "H", "C", "Br", "Br", "Br", "H", "C", "Br", "Br", "Br", "H", "C", "Br", "Br", "Br", "H", "C", "Br", "Br", "Br", "H", "C", "Br", "Br", "Br", "H", "C", "Br", "Br", "Br", "H", "C", "Br", "Br", "Br", "H", "C", "Br", "Br", "Br", "H", "C", "Br", "Br", "Br", "H", "C", "Br", "Br", "Br", "H", "C", "Br", "Br", "Br", "H", "C", "Br", "Br", "Br", "H"], "positions_angstrom": [[5.8987, 2.6445, 2.7611], [5.6641, 4.0247, 2.0186], [4.1423, 4.0808, 1.6700], [3.8937, 5.1351, 0.7405], [2.5406, 5.5930, 0.7726], [1.4707, 4.4597, 0.7916], [0.6959, 4.7353, -0.4449], [-0.7660, 5.4032, -0.1253], [-0.9539, 6.7785, -0.4583], [-1.6688, 4.5461, -0.8218], [-0.7589, 5.2864, 1.5358], [0.3430, 4.4454, 1.8617], [0.6861, 4.6411, 3.3657], [1.1766, 6.0107, 3.6823], [-0.2118, 2.9454, 1.8281], [-0.4583, 2.4038, 0.8029], [-0.4625, 2.1821, 3.0375], [-1.0898, 0.9473, 2.6338], [-2.2383, 0.8490, 2.6274], [-0.3159, -0.0918, 2.2492], [5.1696, 1.9146, 2.3462], [6.9302, 2.2706, 2.6361], [5.6310, 2.7569, 3.8366], [6.2315, 4.0359, 1.0628], [5.9677, 4.8359, 2.7061], [3.5160, 4.1395, 2.5903], [3.9332, 3.1198, 1.1321], [2.4505, 6.3376, 1.5935], [2.3758, 6.1527, -0.1730], [1.7807, 3.4138, 0.6177], [-0.2825, 4.5353, 3.9155], [1.3633, 3.8739, 3.7890], [0.3864, 6.6547, 3.5901], [1.3547, 6.0111, 4.6905], [0.4225, 1.9020, 3.4813], [1.1306, 9.0482, -2.3798], [1.0052, 10.9458, -2.0426], [1.4445, 8.6416, -4.2363], [2.4670, 8.2054, -1.2645], [0.1708, 8.6147, -2.1211], [-1.8245, -2.2241, 0.6854], [-2.4466, -2.1356, -1.1429], [-2.7153, -3.6335, 1.6640], [0.0974, -2.3508, 0.7792], [-2.0951, -1.2867, 1.1594], [-3.9141, -1.0738, 5.0588], [-2.1160, -1.7809, 5.1856], [-5.1865, -2.4347, 5.5618], [-4.1301, 0.5589, 6.0662], [-4.0981, -0.8324, 4.0180], [-6.9628, -5.3704, 3.2103], [-7.5158, -5.2401, 1.3621], [-7.9708, -6.7078, 4.1709], [-5.0601, -5.6572, 3.3671], [-7.1792, -4.4145, 3.6737], [-8.1783, -8.5728, -0.7381], [-9.5134, -9.6836, 0.1063], [-6.4624, -9.4536, -0.8284], [-8.7566, -7.9528, -2.4760], [-8.0525, -7.6967, -0.1129], [-4.5425, -4.2921, -4.1818], [-5.8871, -5.4086, -3.3622], [-2.8294, -5.1837, -4.2522], [-5.0913, -3.6492, -5.9180], [-4.4225, -3.4238, -3.5447], [-0.2462, -7.9274, -2.2119], [1.6525, -8.2871, -2.1803], [-1.2811, -9.4936, -1.7570], [-0.7028, -6.4159, -1.1035], [-0.5022, -7.6632, -3.2319], [0.1113, 2.0334, -1.7968], [2.0045, 2.0901, -1.3952], [-0.2587, 2.6324, -3.5958], [-0.6425, 0.2882, -1.4490], [-0.3768, 2.7301, -1.1241], [3.8343, -10.9474, -3.8776], [2.4646, -11.4681, -5.1340], [4.4749, -12.4531, -2.8512], [5.2792, -10.0018, -4.7436], [3.3768, -10.2582, -3.1788], [3.7672, 6.4709, -6.7748], [2.1233, 7.0221, -7.6274], [4.7451, 7.9708, -6.0495], [3.4240, 5.1212, -5.4321], [4.3929, 6.0242, -7.5379], [2.4669, -0.5726, 3.7130], [4.3687, -0.8924, 3.7772], [1.4558, -2.1556, 4.1554], [1.9547, 0.9361, 4.8149], [2.2210, -0.3146, 2.6887], [1.0252, -3.7893, -4.4160], [1.0552, -3.6857, -2.4885], [1.9764, -2.3183, -5.2303], [1.6645, -5.4998, -5.0507], [-0.0117, -3.7053, -4.7219]], "forces_ev_per_angstrom": [[-0.68, 0.73, -0.21], [-0.61, -1.18, 0.41], [1.18, -0.33, -0.54], [-0.66, -0.30, 0.58], [0.63, 0.31, 0.20], [-0.94, 1.44, -0.88], [-1.52, 0.96, 1.33], [-0.55, -0.06, -1.86], [1.22, -0.08, 0.86], [-0.07, -0.45, 1.10], [1.05, -0.17, -2.07], [0.38, -2.63, 2.68], [-1.01, 1.63, 0.51], [-0.12, -0.49, 0.34], [0.07, 0.01, 1.08], [-0.46, 0.03, -0.97], [1.25, -0.80, -0.91], [1.11, 1.09, 0.12], [-2.81, -0.80, -0.14], [0.41, 1.29, 0.78], [0.71, 0.16, 0.19], [-0.56, 0.16, 0.21], [0.43, -0.16, -0.64], [-0.32, 0.25, 0.69], [-0.12, -0.16, -0.70], [0.31, 0.15, -0.48], [-0.10, 0.48, 0.57], [-0.33, -0.74, -0.21], [0.17, -0.85, 0.83], [0.49, 0.89, 0.41], [0.57, -0.50, -0.60], [-0.08, 0.43, -0.67], [0.28, -0.18, -0.22], [0.19, 0.10, -0.37], [-0.20, 0.71, 0.17], [-0.11, -0.06, -0.04], [0.07, -0.20, -0.07], [-0.05, 0.11, 0.10], [-0.12, 0.59, -0.36], [0.14, 0.01, 0.08], [-0.02, 0.04, 0.10], [-0.27, -0.63, 0.24], [0.14, 0.21, -0.20], [-0.09, -0.87, -0.38], [-0.02, -0.07, -0.07], [0.06, -0.08, -0.08], [-0.14, 0.26, -0.03], [-0.01, 0.19, 0.05], [0.04, -0.26, -0.09], [0.09, -0.01, 0.09], [0.01, 0.01, 0.04], [0.08, 0.00, 0.15], [0.13, 0.12, -0.15], [-0.22, -0.14, 0.00], [0.03, -0.07, -0.08], [0.03, 0.00, 0.04], [0.15, 0.11, -0.12], [-0.19, 0.10, -0.01], [0.08, -0.06, 0.18], [-0.01, -0.10, -0.05], [-0.07, 0.07, 0.07], [0.13, 0.05, -0.12], [-0.09, 0.07, -0.01], [0.07, -0.12, 0.19], [0.01, -0.09, -0.06], [-0.12, 0.03, -0.04], [-0.15, 0.09, 0.08], [0.14, 0.16, -0.03], [-0.07, -0.37, 0.06], [0.07, -0.03, 0.08], [-0.27, 0.07, -0.24], [0.09, -0.43, -0.43], [0.17, -0.13, 0.19], [0.38, 0.78, -0.52], [0.17, -0.22, -0.44], [0.01, -0.01, 0.00], [0.15, 0.06, 0.13], [-0.05, 0.15, -0.14], [-0.15, -0.11, 0.08], [0.02, -0.09, -0.08], [-0.01, -0.06, 0.11], [0.15, 0.02, 0.08], [-0.10, -0.17, -0.10], [0.06, 0.17, -0.14], [-0.09, 0.02, 0.08], [0.08, -0.35, -0.23], [-0.28, 0.08, 0.06], [0.27, 0.23, 0.15], [0.38, -0.24, 0.29], [-0.02, 0.01, 0.09], [-0.04, 0.08, 0.04], [0.13, 0.20, -0.36], [-0.08, -0.18, 0.10], [-0.08, 0.13, 0.07], [0.10, -0.01, 0.03]], "mulliken_charge": [-0.8548, -0.4457, -0.0333, -0.4621, -0.1357, 0.9825, -0.2063, 1.2165, -0.6502, -0.6047, -0.5740, 1.8819, -1.4734, -0.6110, -0.3101, -0.3433, 0.1209, 0.3299, -0.4246, 0.1893, 0.1264, 0.3618, 0.2562, 0.3124, 0.3180, 0.0962, 0.0321, 0.4775, -0.6900, 0.1811, 0.5939, 0.1953, 0.2458, 0.3055, -0.2891, -0.2771, -0.0266, 0.0717, 0.0542, 0.2417, -0.0955, -0.0365, 0.0235, -0.0091, 0.0910, -0.2051, -0.0059, -0.0538, -0.0352, 0.2479, -0.2595, -0.0359, -0.0199, -0.0067, 0.2672, 0.3128, -0.0416, 0.0212, -0.0358, -0.2675, -0.2391, 0.0522, 0.0732, -0.0133, 0.1373, -0.3092, 0.0016, -0.0277, 0.1001, 0.2649, 0.6948, -0.0299, -0.0662, 0.2041, -0.6884, 0.2885, 0.0005, -0.0138, -0.0091, -0.3040, -0.4166, -0.0241, 0.0005, 0.0613, 0.3575, -0.0403, -0.0359, -0.0443, -0.0956, 0.0996, -0.2242, 0.0925, -0.0399, -0.0332, 0.1922]}